Molecular formula: H5N5
Method: DFT, ωB97M-V/def2-TZVPD

```
10
Properties=species:S:1:pos:R:3:forces:R:3:mulliken_charge:R:1
N 0.409019 -0.390142 1.122809 0.61 -0.16 0.79 -0.4443
N 0.252904 -0.515538 -0.281888 2.02 0.00 0.48 0.2557
N 0.259480 0.790922 0.311524 -1.62 -0.20 -0.49 0.0149
N -0.755061 -0.992723 -0.940880 -4.27 1.42 0.08 -0.5524
N 1.401133 1.538804 0.199402 0.78 0.08 0.12 -0.4376
H -0.461525 -0.554506 1.642826 -0.32 0.27 -0.46 0.2836
H -1.000936 -1.940019 -0.657278 0.36 -0.02 0.31 0.2805
H -2.295353 -0.296395 -0.262724 2.69 -1.20 -0.88 0.0651
H 1.291987 2.184461 -0.574580 -0.06 -0.13 0.12 0.2599
H 2.253110 0.986248 0.113590 -0.20 -0.07 -0.07 0.2747
```
Forces are in eV/Å.

The calculation puts the strongest force on any atom at 4.506 eV/Å. As for the multiplicity: 1. As for the energy above the lowest of the compared OMol25 structures with the same formula, charge and spin: 117.7 kcal/mol. The LUMO energy (spin up / spin down) is -0.0053 / -0.0045 hartree. For the HOMO-LUMO gap (spin up / spin down), the calculation gives 8.97 / 8.85 eV. Its total energy is -276.4832 Eh.

Molecular formula: C32H55N2O12
Method: DFT, ωB97M-V/def2-TZVPD

```
101
Properties=species:S:1:pos:R:3:forces:R:3:mulliken_charge:R:1
C 5.356646 -3.805106 -1.642669 1.54 1.68 -0.10 -0.5272
C 6.472395 -2.930794 -1.893218 -2.41 -0.73 1.31 -0.3567
C 6.339897 -1.378178 -1.505404 3.81 0.78 -0.63 0.6545
O 7.072628 -0.596829 -2.183749 -3.53 -2.68 2.59 -0.5414
O 5.487716 -0.929223 -0.444475 0.48 -0.94 -2.32 -0.3382
C 4.612256 0.136377 -0.907864 -0.24 1.41 -0.64 -0.4748
C 3.599784 0.666126 0.248736 0.73 -0.68 -1.51 -0.5572
C 2.668011 1.764842 -0.459187 0.89 0.23 0.05 0.0855
C 1.763899 2.630974 0.548043 -0.18 0.68 -0.84 -1.0116
C 0.176612 2.558607 0.231393 0.66 -0.20 0.21 -0.0982
C -0.254106 3.542202 -1.006685 -0.39 -1.56 0.28 -1.1728
C -0.467009 2.603220 -2.310121 -0.11 -1.18 -2.87 -0.2568
C -1.802753 1.803906 -2.531372 2.11 0.22 0.05 -0.0770
C -3.053923 1.894695 -1.505413 -0.65 0.02 -1.32 0.9031
C -3.624668 0.427137 -1.126350 1.25 -0.16 0.79 -1.4072
C -4.206122 2.718600 -2.336940 -0.47 -0.15 -0.68 -0.4395
C -5.621454 1.966606 -2.406808 -0.62 0.28 -0.61 -1.0253
N -1.991429 0.919969 -3.680461 3.72 2.47 0.68 0.3037
C -0.938811 0.761113 -4.681642 1.13 0.91 -0.21 -0.4676
O -1.185251 -0.161057 -5.759169 0.18 1.51 3.45 -0.4537
C -1.478460 -1.431803 -5.093190 0.33 -1.58 1.53 -0.1518
C -0.993912 -2.735210 -5.892598 -0.37 0.55 -0.18 -0.6734
O -1.711779 -3.866344 -5.302271 1.90 1.33 0.11 -0.4261
C -1.114763 -4.259323 -4.042112 -0.04 -1.96 1.22 -0.2326
C -1.932540 -3.751224 -2.735056 0.45 1.32 -1.25 -0.6666
C 0.419586 1.490749 -4.635938 -2.22 0.48 2.57 0.5078
C 1.539166 1.265258 -5.765840 -0.25 -0.64 1.10 -0.6170
N 1.960374 2.531646 -6.436801 -0.06 -0.41 1.00 -0.6393
C 0.653113 2.450163 -3.411478 -3.24 -1.40 -0.63 0.9191
C 2.046461 3.215964 -3.372556 3.51 -0.36 0.06 0.2477
O 3.156876 2.636922 -3.535543 -4.66 1.64 0.53 -0.4872
O 2.061906 4.606454 -3.116283 -0.26 -2.76 0.10 -0.4784
H 5.022862 -3.906460 -0.547399 -0.68 1.04 -2.07 0.2592
H 4.821464 -4.333798 -2.511247 1.67 -0.36 1.75 0.2610
H 7.405443 -3.360633 -2.390355 -1.70 1.63 -0.47 0.3452
H 4.040628 -0.250599 -1.832569 0.56 0.55 1.47 0.2358
H 5.272765 1.005229 -1.294333 -1.09 -1.29 0.74 0.3166
H 3.002019 -0.254818 0.579643 0.78 1.50 -0.09 0.2330
H 4.246635 1.110343 1.082668 -1.17 -0.67 -1.04 0.3313
H 3.387920 2.496567 -0.993767 -1.11 -1.25 0.79 0.1305
H 2.069546 1.249736 -1.297824 0.68 0.74 1.38 0.0999
H 2.053110 3.741781 0.385776 -0.39 -1.72 0.49 0.2852
H 2.020214 2.390814 1.635204 -0.60 0.15 -1.52 0.4165
H -0.093053 1.494985 -0.086156 0.29 1.29 0.71 0.3360
H -0.362654 2.810742 1.204783 0.42 -0.23 -1.49 -0.0099
H -1.259146 4.047728 -0.742421 1.79 -0.63 -0.65 0.3430
H 0.592753 4.292229 -1.139473 -1.47 -0.90 -0.25 0.6186
H -2.788052 2.492633 -0.561109 -0.09 -1.19 -1.54 0.0278
H -4.496935 0.468741 -0.377807 1.38 0.15 -1.34 0.3638
H -3.942080 -0.191537 -2.030569 0.35 0.93 1.20 0.2585
H -2.772182 -0.142862 -0.600659 -1.31 0.74 -0.79 0.3045
H -4.369935 3.775325 -1.935819 0.41 -1.52 -0.36 0.3499
H -3.856064 2.847895 -3.432580 -0.54 -0.10 1.76 0.2507
H -6.374394 2.642035 -2.965697 1.28 -0.98 0.89 0.3760
H -6.095281 1.738621 -1.392257 0.85 0.34 -1.38 0.2685
H -5.581577 0.990466 -3.025066 0.03 1.54 1.09 0.2334
H -2.899357 0.417473 -3.747061 1.06 0.48 -0.14 0.3243
H -2.583684 -1.540524 -4.765891 1.59 0.23 -1.08 0.2050
H -0.881679 -1.422633 -4.098444 -0.93 -0.20 -1.51 0.3779
H 0.151270 -2.848660 -5.776992 -1.82 0.12 -0.19 0.2848
H -1.238771 -2.647935 -7.016354 0.17 -0.29 1.87 0.3014
H 0.013956 -4.012185 -3.981100 -1.84 -0.05 -0.21 0.2246
H -1.160860 -5.415829 -4.000566 0.08 1.85 -0.34 0.3237
H -2.745265 -3.034640 -3.143551 1.05 -1.35 0.87 0.0985
H -2.403384 -4.591773 -2.129721 0.78 1.24 -0.82 0.3501
H -1.209433 -3.090132 -2.139938 -1.19 -1.14 -0.36 0.2032
H 1.148925 0.460586 -6.486754 0.53 1.42 0.99 0.2852
H 2.466517 0.853718 -5.215517 -1.61 0.36 -0.79 0.2700
H 2.938137 2.691455 -6.156927 -0.69 0.09 -0.34 0.3390
H 1.423219 3.334475 -6.079640 0.27 -0.53 -0.43 0.3110
H 3.000829 4.787908 -2.852830 -0.81 -0.14 -0.55 0.4362
C -3.357983 -0.447925 5.533968 -0.27 0.16 -0.17 -1.1717
C -2.065881 0.337910 5.656628 -0.23 -0.53 0.54 0.0923
O -1.858979 1.177999 4.512570 0.00 0.61 -0.25 -0.3134
C -2.608414 2.290618 4.465075 -0.16 -0.41 0.33 0.6297
O -3.418828 2.638202 5.288419 0.45 -0.03 -0.47 -0.5582
O -2.320165 2.940554 3.322589 0.09 -0.14 0.12 -0.1883
C -3.127836 4.094987 3.096088 -0.22 0.35 -0.10 -0.7605
H -3.379287 -1.007438 4.594836 0.13 -0.08 0.12 0.2802
H -3.465944 -1.145820 6.366740 0.07 0.04 -0.07 0.3735
H -4.227219 0.213576 5.528463 0.12 -0.01 0.13 0.3489
H -1.223418 -0.357134 5.690654 0.05 0.26 -0.24 0.0400
H -2.035421 0.926437 6.577704 -0.09 0.09 -0.22 0.3284
H -3.090688 4.779000 3.945930 -0.10 -0.18 -0.04 0.3616
H -4.157651 3.793806 2.889306 0.05 0.08 0.19 0.3367
H -2.734995 4.612370 2.219268 0.15 -0.23 0.07 0.1860
C 1.748901 -5.115390 9.039190 0.22 -0.03 -0.27 -1.0966
C 0.668388 -4.050310 9.022944 -0.06 -0.63 0.37 -0.1634
O 1.093808 -2.888995 8.297906 -0.11 0.28 -0.58 -0.3519
C 1.090842 -3.005152 6.961207 0.14 -0.28 0.33 0.7674
O 0.760587 -3.982522 6.332163 0.05 0.53 0.17 -0.5505
O 1.545666 -1.852403 6.439804 -0.23 -0.19 0.15 -0.3399
C 1.690815 -1.879616 5.021779 0.10 0.09 -0.41 -0.6506
H 2.686798 -4.704645 9.421961 -0.14 -0.01 0.13 0.2929
H 1.449147 -5.959958 9.663126 0.00 0.10 0.00 0.3580
H 1.953858 -5.489936 8.033803 -0.15 0.01 0.08 0.3112
H 0.469449 -3.723882 10.046323 0.08 0.28 -0.23 0.2886
H -0.272415 -4.433719 8.617838 0.17 0.09 -0.15 0.2993
H 0.762118 -2.182011 4.533027 0.13 -0.13 0.10 0.2940
H 2.507666 -2.550048 4.744474 -0.20 -0.04 -0.03 0.3214
H 1.942306 -0.871457 4.689556 -0.02 -0.03 0.32 0.2207
```
Forces are in eV/Å.

The calculation puts the strongest force on any atom at 5.133 eV/Å. As for the multiplicity: 1. The LUMO energy is -0.1796 hartree. For the HOMO-LUMO gap, the calculation gives 5.79 eV. Its total energy is -2264.0985 Eh. As for the total charge: +1.

Question: What is the multiplicity in the first record?
Answer: 1